Molecular formula: C37H29KN2O4P2
Method: DFT, wB97M-V/def2-TZVPD

* orbital gap: 6.1 eV
* LUMO: 4.207 eV

```
! RIJCOSX wB97M-V def2-TZVPD def2/J DEFGRID3
* xyz -2 1
K 0.62 -0.04 0.33
O 0.89 3.45 3.29
C 0.92 2.36 2.68
O 0.94 2.15 1.43
C 0.96 1.08 3.54
C 1.08 1.12 4.92
C 1.15 -0.09 5.61
C 1.12 -1.29 4.90
C 1.01 -1.23 3.52
N 0.93 -0.07 2.87
C 1.01 -2.49 2.63
O 0.72 -3.57 3.20
O 1.29 -2.29 1.42
H 1.11 2.08 5.42
H 1.25 -0.10 6.69
H 1.17 -2.25 5.38
C 0.31 -2.38 -2.68
P -1.55 -2.41 -2.71
C -1.99 -2.99 -1.03
C -3.34 -3.31 -0.82
C -3.78 -3.74 0.42
C -2.89 -3.82 1.49
C -1.56 -3.48 1.30
C -1.12 -3.06 0.05
C -1.76 -4.00 -3.66
C -1.77 -3.89 -5.06
C -1.87 -5.01 -5.87
C -1.97 -6.27 -5.31
C -1.98 -6.40 -3.93
C -1.87 -5.28 -3.11
C 0.89 -0.98 -2.61
C 2.18 -0.56 -2.93
C 2.22 0.84 -2.67
C 0.95 1.17 -2.21
C 0.34 2.45 -1.65
P -1.47 2.01 -1.42
C -1.99 2.41 -3.16
C -2.26 1.36 -4.04
C -2.63 1.60 -5.36
C -2.76 2.91 -5.82
C -2.49 3.96 -4.96
C -2.10 3.71 -3.65
C -2.14 3.51 -0.55
C -3.46 3.92 -0.74
C -4.03 4.93 0.02
C -3.29 5.55 1.02
C -1.99 5.13 1.25
C -1.41 4.13 0.48
N 0.15 0.07 -2.17
H 0.63 -2.89 -3.59
H 0.66 -2.99 -1.84
H -4.04 -3.23 -1.65
H -4.83 -3.99 0.56
H -3.24 -4.13 2.47
H -0.84 -3.52 2.12
H -0.07 -2.79 -0.05
H -1.70 -2.90 -5.50
H -1.87 -4.89 -6.95
H -2.05 -7.15 -5.94
H -2.06 -7.38 -3.47
H -1.87 -5.40 -2.03
H 2.99 -1.17 -3.32
H 3.06 1.51 -2.81
H 0.44 3.32 -2.30
H 0.76 2.70 -0.67
H -2.15 0.34 -3.68
H -2.83 0.77 -6.03
H -3.07 3.10 -6.84
H -2.58 4.99 -5.31
H -1.88 4.55 -2.99
H -4.06 3.43 -1.51
H -5.06 5.23 -0.16
H -3.73 6.34 1.62
H -1.40 5.58 2.05
H -0.41 3.79 0.72
*
```



Molecular formula: C37H30Br2F4N3O12P2Sc
Method: DFT, wB97M-V/def2-TZVPD

* orbital gap: 8.2 eV
* LUMO: -0.471 eV

```
! RIJCOSX wB97M-V def2-TZVPD def2/J DEFGRID3
* xyz 0 1
Sc 0.06 0.07 -0.54
O 3.07 1.06 1.96
C 2.58 0.75 0.90
O 1.31 0.85 0.64
C 3.44 0.27 -0.24
C 4.80 0.46 -0.14
C 5.63 0.16 -1.22
C 5.09 -0.27 -2.42
C 3.72 -0.47 -2.54
C 2.84 -0.27 -1.43
O 1.59 -0.56 -1.49
N 3.19 -0.83 -3.82
O 1.99 -0.82 -3.98
O 3.98 -1.10 -4.71
N 7.05 0.34 -1.12
O 7.72 0.13 -2.11
O 7.50 0.69 -0.05
H 5.20 0.85 0.78
H 5.74 -0.44 -3.27
F -3.28 -2.00 5.97
C -2.73 -1.16 5.11
C -3.05 0.20 5.14
F -3.88 0.67 6.06
C -2.49 1.05 4.19
F -2.82 2.34 4.28
C -1.60 0.62 3.22
P -1.03 1.71 1.81
C -2.51 2.80 1.59
C -3.49 2.35 0.71
C -4.58 3.15 0.41
C -4.69 4.42 0.95
C -3.70 4.88 1.81
C -2.62 4.08 2.13
C 0.14 2.80 2.67
C 0.49 3.98 2.00
C 1.50 4.78 2.49
C 2.19 4.41 3.63
C 1.85 3.24 4.29
C 0.84 2.43 3.81
C -1.21 -0.72 3.27
Br 0.18 -1.43 2.17
C -1.79 -1.60 4.18
F -1.46 -2.89 4.17
H -3.41 1.37 0.27
H -5.34 2.78 -0.27
H -5.53 5.05 0.71
H -3.76 5.87 2.23
H -1.87 4.44 2.81
H -0.03 4.24 1.09
H 1.76 5.70 1.97
H 3.00 5.02 4.00
H 2.39 2.95 5.18
H 0.61 1.51 4.32
C -3.30 3.46 -3.49
C -1.98 4.21 -3.34
O -0.90 3.32 -3.09
P -0.80 2.43 -1.74
O 0.82 2.21 -1.79
C 1.74 3.28 -1.53
C 2.35 3.79 -2.83
O -1.13 0.91 -2.26
C -0.90 0.47 -3.64
C -2.12 -0.30 -4.13
H -4.11 4.17 -3.66
H -3.51 2.91 -2.57
H -3.24 2.77 -4.32
H -2.05 4.95 -2.54
H -1.72 4.72 -4.27
H 2.51 2.87 -0.87
H 1.22 4.09 -1.00
H 2.77 2.96 -3.39
H 3.14 4.50 -2.61
H 1.60 4.28 -3.44
H -0.02 -0.18 -3.65
H -0.71 1.35 -4.26
H -2.32 -1.15 -3.48
H -1.93 -0.67 -5.13
H -3.00 0.33 -4.15
Br -4.71 -5.95 -0.39
C -4.33 -4.22 0.26
C -5.18 -3.61 1.18
N -4.96 -2.40 1.65
C -3.92 -1.73 1.23
C -3.01 -2.24 0.30
C -3.21 -3.52 -0.19
C -1.88 -1.41 -0.17
O -0.91 -1.88 -0.79
O -1.91 -0.16 0.08
H -6.06 -4.12 1.54
H -3.78 -0.73 1.64
H -2.51 -3.93 -0.90
*
```



Molecular formula: C37H30Br2N2O2S
Method: DFT, wB97M-V/def2-TZVPD

* SMILES string: c1ccc(C(c2ccccc2)[C@@H]2CCN3C(=N2)Sc2ccccc23)cc1.COc1ccc(C=C2C=C(Br)C(=O)C(Br)=C2)cc1
* orbital gap: 6.5 eV
* LUMO: -1.316 eV

```
! RIJCOSX wB97M-V def2-TZVPD def2/J DEFGRID3
* xyz 0 1
C 2.02 -10.39 3.29
C 2.54 -9.23 3.88
C 1.93 -8.00 3.67
C 0.80 -7.90 2.85
C 0.18 -6.52 2.66
C -0.96 -6.24 3.63
C -1.28 -4.90 3.92
C -2.19 -4.60 4.93
C -2.89 -5.63 5.57
C -2.67 -6.96 5.18
C -1.72 -7.26 4.21
C -0.32 -6.25 1.23
C 0.66 -6.67 0.16
C 0.19 -6.27 -1.21
N -0.32 -4.89 -1.18
C -0.76 -4.31 -0.03
N -0.66 -4.82 1.16
S -1.42 -2.71 -0.36
C -1.02 -2.87 -2.06
C -1.12 -1.92 -3.08
C -0.61 -2.23 -4.35
C -0.02 -3.48 -4.60
C 0.04 -4.46 -3.59
C -0.46 -4.12 -2.33
C 0.26 -9.05 2.26
C 0.87 -10.30 2.49
H 2.50 -11.35 3.45
H 3.43 -9.28 4.51
H 2.32 -7.08 4.13
H 0.98 -5.80 2.87
H -0.81 -4.13 3.32
H -2.35 -3.55 5.21
H -3.61 -5.40 6.36
H -3.24 -7.77 5.64
H -1.55 -8.30 3.90
H -1.26 -6.83 1.09
H 1.64 -6.22 0.37
H 0.79 -7.75 0.18
H 1.01 -6.32 -1.93
H -0.62 -6.94 -1.55
H -1.58 -0.97 -2.85
H -0.65 -1.49 -5.14
H 0.39 -3.71 -5.58
H 0.48 -5.44 -3.75
H -0.62 -8.98 1.62
H 0.45 -11.19 2.03
C -6.18 2.00 4.56
O -5.66 0.96 3.70
C -4.38 0.52 3.82
C -3.43 1.04 4.73
C -2.11 0.62 4.65
C -1.69 -0.38 3.72
C -0.31 -0.71 3.54
C 0.75 0.20 3.75
C 2.11 -0.27 3.87
C 3.18 0.57 3.90
Br 4.95 -0.05 4.02
C 3.02 2.06 3.84
O 3.98 2.84 3.86
C 1.61 2.51 3.77
Br 1.34 4.38 3.69
C 0.56 1.63 3.74
C -2.72 -1.03 2.98
C -4.00 -0.54 2.96
H -7.21 2.11 4.24
H -6.14 1.70 5.61
H -5.63 2.94 4.41
H -3.71 1.81 5.47
H -1.38 1.07 5.31
H -0.05 -1.70 3.18
H 2.28 -1.35 3.94
H -0.44 2.04 3.67
H -2.46 -1.89 2.37
H -4.76 -0.93 2.29
*
```



Molecular formula: C37H30BrCl2N4O3S2Sn
Method: DFT, wB97M-V/def2-TZVPD

* orbital gap: 7.5 eV
* LUMO: -3.039 eV

```
! RIJCOSX wB97M-V def2-TZVPD def2/J DEFGRID3
* xyz 1 1
Sn 0.17 0.71 0.20
Cl 0.54 4.11 0.29
C 2.16 4.13 -0.33
C 2.66 5.36 -0.72
C 3.94 5.47 -1.21
C 4.74 4.34 -1.31
C 4.23 3.11 -0.92
Cl 5.27 1.73 -1.05
C 2.93 2.96 -0.42
S 2.49 1.29 0.03
H 2.02 6.23 -0.64
H 4.33 6.43 -1.52
H 5.75 4.40 -1.68
C 3.15 -4.77 -0.10
C 1.85 -4.90 0.69
N 1.48 -3.67 1.41
C 1.79 -3.61 2.85
C 3.17 -3.02 3.12
C 0.94 -2.66 0.74
S 0.43 -1.26 1.68
N 0.72 -2.84 -0.55
C 0.69 -1.88 -1.45
O 1.11 -0.70 -1.24
C 0.23 -2.24 -2.82
C -0.04 -1.23 -3.74
C -0.46 -1.55 -5.02
C -0.61 -2.88 -5.39
C -0.33 -3.89 -4.48
C 0.08 -3.57 -3.19
H 3.35 -5.71 -0.62
H 3.99 -4.56 0.55
H 3.07 -3.98 -0.84
H 1.93 -5.69 1.43
H 1.03 -5.14 0.01
H 1.72 -4.62 3.24
H 1.03 -3.02 3.34
H 3.96 -3.66 2.72
H 3.32 -2.91 4.19
H 3.26 -2.03 2.66
H 0.11 -0.20 -3.44
H -0.68 -0.76 -5.72
H -0.92 -3.13 -6.39
H -0.43 -4.93 -4.77
H 0.30 -4.35 -2.48
C 1.51 2.91 4.11
C 1.36 2.37 2.82
N 0.26 1.78 2.42
C -0.78 1.68 3.28
C -0.72 2.19 4.58
C 0.46 2.82 4.98
C -1.85 2.04 5.45
C -2.95 1.38 5.05
C -3.03 0.83 3.72
C -4.15 0.12 3.27
C -4.16 -0.37 1.99
C -3.05 -0.13 1.17
N -1.99 0.54 1.57
C -1.97 1.01 2.83
H 2.45 3.37 4.38
H 2.17 2.42 2.11
H 0.54 3.23 5.98
H -1.79 2.47 6.45
H -3.80 1.25 5.71
H -4.99 -0.04 3.93
H -5.00 -0.93 1.61
H -3.03 -0.51 0.16
Br -2.24 4.15 -2.69
C -3.03 2.51 -3.16
C -4.04 2.57 -4.11
C -4.68 1.41 -4.53
C -4.33 0.18 -4.00
C -3.33 0.11 -3.05
C -2.67 1.27 -2.60
C -1.65 1.07 -1.57
O -1.48 -0.08 -1.06
O -0.91 2.00 -1.11
H -4.30 3.53 -4.53
H -5.46 1.48 -5.27
H -4.82 -0.72 -4.34
H -3.03 -0.84 -2.63
*
```



Molecular formula: C37H30CrN5O5S2
Method: DFT, wB97M-V/def2-TZVPD

* orbital gap (alpha / beta): 5.5 / 5.5 eV
* LUMO (alpha / beta): 2.358 / 2.357 eV

```
! RIJCOSX wB97M-V def2-TZVPD def2/J DEFGRID3
* xyz -1 1
Cr 0.36 0.31 0.29
C 0.76 -3.89 1.46
C 1.05 -2.52 1.29
N 0.11 -1.62 1.10
C -1.19 -2.02 1.09
C -1.57 -3.36 1.20
C -0.53 -4.31 1.40
C -2.94 -3.71 1.09
C -3.85 -2.72 0.86
C -3.49 -1.36 0.78
C -2.16 -0.96 0.92
N -1.59 0.27 0.88
C -2.20 1.46 1.12
C -3.55 1.77 1.31
C -3.95 3.09 1.59
C -3.07 4.13 1.68
C -1.68 3.87 1.51
C -0.68 4.85 1.63
C 0.63 4.51 1.47
C 0.96 3.17 1.18
N 0.05 2.24 1.05
C -1.27 2.56 1.23
H 1.57 -4.59 1.60
H 2.07 -2.16 1.28
H -0.78 -5.36 1.50
H -3.24 -4.75 1.16
H -4.89 -2.98 0.73
H -4.25 -0.64 0.52
H -4.31 1.01 1.27
H -5.01 3.29 1.72
H -3.40 5.14 1.89
H -0.96 5.87 1.85
H 1.42 5.24 1.56
H 1.98 2.86 1.02
C -3.18 -4.51 -2.86
O -3.79 -3.29 -3.25
C -3.12 -2.14 -2.94
C -3.83 -0.95 -3.24
C -3.25 0.24 -2.91
C -1.98 0.34 -2.29
C -1.40 1.63 -2.00
C -2.20 2.89 -2.28
O -0.28 1.77 -1.51
C -1.28 -0.87 -1.97
O -0.18 -0.89 -1.33
C -1.89 -2.11 -2.35
H -3.86 -5.30 -3.17
H -3.04 -4.55 -1.78
H -2.22 -4.65 -3.36
H -4.81 -1.02 -3.69
H -3.79 1.15 -3.13
H -2.42 2.99 -3.34
H -1.62 3.74 -1.94
H -3.15 2.87 -1.74
H -1.35 -3.01 -2.08
O 5.80 0.43 1.00
C 5.36 0.41 2.27
C 6.31 0.41 3.30
C 5.91 0.38 4.62
C 4.56 0.35 4.95
C 3.62 0.34 3.93
C 4.00 0.38 2.59
C 2.94 0.38 1.55
O 1.73 0.35 1.90
N 3.36 0.40 0.29
N 2.27 0.40 -0.61
C 2.67 0.35 -1.81
S 1.64 0.47 -3.23
C 2.86 -0.25 -4.33
C 4.22 0.32 -3.98
S 4.41 0.24 -2.18
H 4.99 0.40 0.42
H 7.36 0.44 3.02
H 6.66 0.38 5.41
H 4.24 0.32 5.98
H 2.56 0.32 4.14
H 2.56 0.01 -5.35
H 2.86 -1.33 -4.22
H 4.32 1.35 -4.32
H 5.03 -0.27 -4.41
*
```



Molecular formula: C37H30N7O4PSn
Method: DFT, wB97M-V/def2-TZVPD

* orbital gap: 4.9 eV
* LUMO: 4.146 eV

```
! RIJCOSX wB97M-V def2-TZVPD def2/J DEFGRID3
* xyz -2 1
Sn -0.04 0.69 -0.58
O 4.60 -0.72 -1.76
C 3.61 -0.21 -1.18
N 2.34 -0.33 -1.61
C 2.09 -1.10 -2.72
C 2.88 -2.16 -3.15
C 2.46 -3.02 -4.16
C 1.27 -2.83 -4.84
C 0.47 -1.78 -4.45
C 0.81 -0.94 -3.40
N 0.03 0.14 -3.04
C -1.07 0.50 -3.71
O -1.74 -0.17 -4.53
C -1.47 1.91 -3.46
C -2.31 2.49 -4.43
C -2.62 3.83 -4.33
C -2.05 4.57 -3.32
C -1.28 3.96 -2.36
N -1.00 2.65 -2.44
C 3.89 0.66 0.03
C 5.30 0.81 0.33
C 5.64 1.77 1.26
C 4.65 2.47 1.90
C 3.34 2.13 1.65
N 2.95 1.25 0.73
H 3.82 -2.32 -2.63
H 3.11 -3.87 -4.36
H 0.88 -3.50 -5.58
H -0.47 -1.60 -4.99
H -2.70 1.92 -5.26
H -3.30 4.25 -5.04
H -2.24 5.62 -3.22
H -0.95 4.48 -1.49
H 6.00 0.22 -0.25
H 6.68 1.93 1.51
H 4.89 3.18 2.68
H 2.56 2.59 2.22
N -3.29 -0.16 -1.17
C -2.22 0.22 -0.89
C -0.40 5.84 2.04
N -0.46 4.38 2.16
C -1.01 3.83 3.32
C -1.36 2.54 3.34
C -1.08 1.70 2.18
O -1.35 0.47 2.20
N -0.48 2.25 1.08
C -0.18 3.61 1.01
O 0.35 4.14 0.02
H 0.53 6.14 1.56
H -0.50 6.30 3.05
H -1.19 6.19 1.35
H -1.02 4.46 4.22
H -1.89 2.08 4.20
C -0.57 -3.41 -0.67
P -0.83 -2.08 0.58
C -2.48 -2.49 1.13
C -3.47 -2.92 0.22
C -4.78 -3.09 0.71
C -5.06 -2.94 2.04
C -4.05 -2.65 2.95
C -2.81 -2.29 2.52
C 0.18 -2.81 1.90
C 1.17 -1.98 2.45
C 1.87 -2.46 3.56
C 1.65 -3.74 4.08
C 0.65 -4.53 3.54
C -0.06 -4.09 2.43
H -0.99 -4.41 -0.43
H 0.52 -3.52 -0.81
H -0.94 -3.08 -1.66
H -3.26 -3.01 -0.85
H -5.53 -3.40 -0.01
H -6.06 -3.12 2.41
H -4.22 -2.57 3.98
H -2.05 -1.80 3.16
H 1.33 -0.98 2.01
H 2.65 -1.85 4.02
H 2.13 -4.08 4.96
H 0.42 -5.48 4.01
H -0.93 -4.66 2.11
*
```



Relative energy (zero: lowest compared OMol25 entry of this formula, charge and spin) in kcal/mol, matching the order above: 0.00; 31.40; 0.00; 26.95; 1.84; 0.00